(1)
{"formula": "C26H27F3NO3PPt", "method": "wB97M-V/def2-TZVPD", "species": ["Pt", "C", "C", "C", "C", "N", "C", "C", "C", "C", "C", "C", "C", "H", "H", "H", "H", "H", "H", "H", "H", "F", "C", "F", "F", "C", "C", "C", "C", "C", "C", "C", "C", "H", "H", "H", "H", "C", "C", "O", "P", "O", "C", "C", "O", "C", "C", "H", "H", "H", "H", "H", "H", "H", "H", "H", "H", "H", "H", "H", "H", "H"], "xyz": [[-0.28, -0.30, -0.04], [0.44, 2.68, 3.16], [1.81, 2.89, 3.07], [2.54, 2.21, 2.12], [1.90, 1.32, 1.26], [0.58, 1.13, 1.38], [-0.14, 1.78, 2.29], [2.56, 0.55, 0.18], [3.94, 0.61, -0.03], [4.52, -0.12, -1.05], [3.71, -0.90, -1.88], [2.34, -0.96, -1.67], [1.75, -0.24, -0.63], [-0.17, 3.20, 3.89], [2.30, 3.58, 3.74], [3.60, 2.38, 2.03], [-1.20, 1.56, 2.30], [4.57, 1.22, 0.60], [5.58, -0.08, -1.22], [4.15, -1.47, -2.69], [1.73, -1.57, -2.32], [-5.30, 5.67, -5.53], [-4.53, 6.18, -4.54], [-5.33, 6.93, -3.76], [-3.65, 7.01, -5.13], [-3.84, 5.09, -3.77], [-2.98, 4.24, -4.45], [-2.32, 3.23, -3.77], [-2.52, 3.06, -2.39], [-3.39, 3.92, -1.73], [-4.04, 4.93, -2.41], [-1.83, 2.02, -1.68], [-1.26, 1.14, -1.08], [-2.82, 4.37, -5.51], [-1.64, 2.57, -4.29], [-3.54, 3.79, -0.66], [-4.71, 5.60, -1.88], [-1.31, -4.34, -0.80], [0.09, -3.77, -0.77], [0.54, -3.52, 0.58], [0.20, -2.11, 1.30], [-0.99, -2.41, 2.32], [-0.91, -3.49, 3.28], [-2.08, -4.43, 3.05], [1.44, -2.05, 2.31], [2.80, -2.29, 1.89], [3.29, -3.58, 2.50], [-1.61, -4.52, -1.83], [-2.02, -3.63, -0.36], [-1.36, -5.28, -0.25], [0.14, -2.84, -1.34], [0.81, -4.46, -1.19], [-0.95, -3.05, 4.27], [0.04, -4.01, 3.18], [-3.02, -3.89, 3.11], [-2.08, -5.21, 3.81], [-2.01, -4.90, 2.07], [3.39, -1.44, 2.23], [2.86, -2.31, 0.80], [3.21, -3.55, 3.58], [4.33, -3.76, 2.23], [2.69, -4.42, 2.13]], "lowdin_spin": [1.068, 0.005, -0.005, 0.004, 0.012, 0.155, 0.019, 0.025, 0.007, -0.008, 0.009, 0.034, 0.220, 0.001, 0.000, 0.001, 0.008, 0.002, -0.001, 0.002, 0.007, 0.001, 0.001, 0.000, 0.001, 0.010, -0.001, 0.010, 0.007, 0.011, -0.001, 0.078, 0.111, 0.000, 0.001, 0.001, 0.000, 0.006, 0.021, 0.014, 0.094, 0.039, 0.007, 0.001, -0.001, 0.000, 0.000, 0.000, 0.005, 0.000, 0.018, 0.000, 0.000, 0.000, 0.000, 0.000, 0.000, 0.000, 0.000, 0.000, 0.000, 0.000], "molar_mass_g_mol": 684.552, "multiplicity": 3, "total_energy_ev": -55720.5899, "homo_ev": [-6.447, -7.943], "gap_ev": [6.5, 7.2], "max_force_ev_per_a": 0.32}

=====

(2)
{"formula": "C26H27N4O4S", "method": "wB97M-V/def2-TZVPD", "species": ["C", "N", "C", "C", "C", "C", "C", "C", "C", "C", "O", "N", "C", "C", "S", "N", "C", "C", "O", "C", "C", "H", "H", "H", "H", "H", "H", "H", "H", "H", "H", "H", "H", "H", "H", "H", "H", "H", "C", "C", "O", "C", "C", "C", "C", "C", "C", "C", "C", "C", "N", "O", "H", "H", "H", "H", "H", "H", "H", "H", "H", "H"], "xyz": [[-0.58, -5.82, -3.67], [0.33, -5.25, -2.68], [1.33, -6.18, -2.16], [-0.06, -4.11, -1.90], [-0.98, -4.24, -0.85], [-1.26, -3.19, -0.03], [-0.65, -1.94, -0.20], [-0.88, -0.83, 0.71], [-0.94, -0.86, 2.07], [-1.27, 0.38, 2.76], [-1.52, 1.39, 2.15], [-1.26, 0.39, 4.17], [-1.64, 1.66, 4.77], [-0.88, -0.70, 4.92], [-0.81, -0.62, 6.57], [-0.54, -1.88, 4.28], [-0.09, -3.03, 5.04], [-0.61, -2.04, 2.88], [-0.39, -3.13, 2.41], [0.21, -1.78, -1.30], [0.50, -2.84, -2.12], [-1.33, -5.08, -3.94], [-0.03, -6.10, -4.56], [-1.08, -6.70, -3.26], [1.87, -5.72, -1.34], [0.85, -7.09, -1.80], [2.04, -6.43, -2.95], [-1.43, -5.21, -0.68], [-1.92, -3.32, 0.82], [-1.02, 0.15, 0.26], [-1.56, 1.61, 5.86], [-0.97, 2.43, 4.39], [-2.65, 1.91, 4.48], [0.13, -3.85, 4.35], [0.82, -2.78, 5.58], [-0.86, -3.35, 5.73], [0.68, -0.83, -1.47], [1.18, -2.72, -2.95], [1.00, 5.02, 3.03], [1.17, 5.29, 1.55], [0.52, 4.33, 0.76], [0.87, 4.46, -0.55], [0.20, 3.58, -1.50], [0.49, 3.56, -2.90], [1.50, 4.34, -3.47], [1.71, 4.33, -4.82], [0.93, 3.53, -5.64], [-0.03, 2.71, -5.09], [-0.24, 2.70, -3.74], [-0.77, 2.73, -1.07], [-1.60, 1.91, -0.87], [1.70, 5.28, -0.93], [1.21, 5.89, 3.65], [-0.03, 4.70, 3.22], [1.63, 4.20, 3.36], [0.74, 6.26, 1.24], [2.23, 5.30, 1.24], [2.10, 4.96, -2.83], [2.48, 4.94, -5.24], [1.07, 3.56, -6.71], [-0.63, 2.08, -5.73], [-0.98, 2.05, -3.31]], "nbo_charge": [-0.395, -0.490, -0.394, 0.179, -0.277, -0.059, -0.147, 0.103, -0.341, 0.656, -0.534, -0.449, -0.418, 0.309, -0.216, -0.455, -0.418, 0.677, -0.597, -0.161, -0.225, 0.211, 0.187, 0.162, 0.212, 0.165, 0.185, 0.207, 0.211, 0.283, 0.240, 0.224, 0.216, 0.246, 0.215, 0.215, 0.233, 0.220, -0.626, -0.071, -0.519, 0.775, -0.527, 0.105, -0.280, -0.200, -0.288, -0.218, -0.266, 0.362, -0.541, -0.695, 0.202, 0.213, 0.201, 0.169, 0.192, 0.250, 0.189, 0.186, 0.192, 0.218], "molar_mass_g_mol": 491.593, "charge": -1, "multiplicity": 1, "total_energy_ev": -52387.1664, "homo_ev": -3.402, "gap_ev": 4.7, "max_force_ev_per_a": 4.32}

=====

(3)
{"formula": "C26H27N4O6PRe", "method": "wB97M-V/def2-TZVPD", "species": ["Re", "O", "C", "O", "C", "C", "C", "C", "C", "N", "H", "H", "H", "H", "C", "C", "C", "C", "C", "C", "H", "H", "H", "H", "H", "C", "N", "C", "N", "C", "N", "C", "P", "C", "C", "H", "H", "H", "H", "H", "H", "H", "H", "H", "H", "H", "H", "H", "O", "C", "O", "C", "C", "C", "C", "O", "C", "O", "C", "C", "H", "H", "H", "H", "H"], "xyz": [[0.15, -0.51, 0.00], [-1.07, 2.94, 1.60], [-0.98, 2.01, 0.87], [-0.62, 0.77, 1.26], [-1.32, 2.00, -0.59], [-1.85, 3.11, -1.21], [-2.23, 3.00, -2.54], [-2.10, 1.77, -3.16], [-1.56, 0.71, -2.47], [-1.14, 0.82, -1.20], [-1.95, 4.03, -0.64], [-2.64, 3.85, -3.07], [-2.42, 1.63, -4.19], [-1.46, -0.26, -2.93], [1.17, -3.89, -3.34], [0.90, -4.23, -2.02], [0.46, -3.26, -1.13], [0.28, -1.92, -1.52], [0.60, -1.61, -2.85], [1.03, -2.57, -3.75], [1.51, -4.64, -4.04], [1.06, -5.25, -1.68], [0.32, -3.55, -0.09], [0.57, -0.58, -3.19], [1.28, -2.29, -4.76], [-3.43, -4.21, 1.87], [-3.81, -3.56, 0.52], [-4.85, -2.46, 0.81], [-4.34, -1.53, 1.76], [-3.98, -2.20, 3.00], [-2.97, -3.23, 2.79], [-1.66, -2.67, 2.43], [-1.76, -1.72, 0.85], [-2.60, -3.02, -0.18], [-3.25, -0.71, 1.23], [-2.68, -4.97, 1.66], [-4.34, -4.68, 2.24], [-4.24, -4.27, -0.07], [-5.73, -2.97, 1.20], [-5.08, -1.99, -0.14], [-4.88, -2.67, 3.42], [-3.61, -1.47, 3.71], [-0.92, -3.47, 2.35], [-1.33, -2.00, 3.22], [-1.93, -3.85, -0.38], [-2.91, -2.60, -1.13], [-3.58, -0.18, 0.33], [-2.98, 0.04, 1.98], [1.90, 0.45, -0.40], [2.54, -0.27, 0.47], [1.74, -1.12, 1.08], [3.93, -0.17, 0.72], [4.47, -0.87, 1.81], [5.81, -0.77, 2.13], [6.58, 0.03, 1.30], [7.89, 0.28, 1.39], [8.24, 1.14, 0.29], [7.03, 1.43, -0.41], [6.04, 0.73, 0.20], [4.72, 0.66, -0.11], [3.82, -1.48, 2.42], [6.25, -1.28, 2.97], [8.93, 0.60, -0.37], [8.67, 2.06, 0.68], [4.29, 1.20, -0.94]], "lowdin_spin": [0.869, 0.005, 0.008, 0.042, 0.001, 0.000, -0.001, 0.000, 0.001, 0.002, 0.000, 0.000, 0.000, 0.000, -0.002, 0.001, 0.007, 0.011, 0.006, 0.000, 0.000, 0.000, 0.000, 0.000, 0.000, 0.000, 0.000, 0.000, 0.000, 0.000, -0.001, -0.003, 0.005, 0.001, 0.001, 0.000, 0.000, 0.000, 0.000, 0.000, 0.000, 0.000, 0.000, 0.000, 0.000, 0.000, 0.000, 0.000, 0.032, 0.004, 0.017, -0.001, -0.002, 0.000, -0.002, -0.001, 0.000, 0.000, 0.000, 0.000, 0.000, 0.000, 0.000, 0.000, 0.000], "molar_mass_g_mol": 708.705, "charge": 2, "multiplicity": 2, "total_energy_ev": -57050.3112, "homo_ev": [-12.842, -12.847], "gap_ev": [5.9, 6.2], "max_force_ev_per_a": 0.31}